{"formula": "C29H55FN4O8S", "method": "ωB97M-V/def2-TZVPD", "relative_energy_kj_mol": 0.0, "e_tot_ev": -66856.8574, "symbols": ["H", "H", "C", "H", "C", "H", "N", "C", "C", "C", "H", "O", "C", "F", "H", "H", "H", "H", "H", "C", "O", "N", "N", "C", "H", "H", "C", "H", "H", "H", "H", "H", "H", "H", "C", "H", "H", "N", "C", "H", "H", "H", "C", "H", "C", "C", "H", "C", "H", "O", "O", "O", "C", "H", "H", "H", "C", "H", "C", "C", "H", "H", "H", "H", "H", "H", "H", "H", "H", "H", "C", "H", "H", "C", "H", "C", "O", "C", "H", "H", "H", "C", "H", "H", "H", "C", "S", "H", "C", "H", "H", "C", "C", "O", "H", "C", "O", "H"], "xyz": [[-3.067, 1.064, 4.060], [-4.558, -1.409, 5.650], [-0.879, -0.882, -3.741], [-0.032, -3.425, -3.739], [-2.231, -2.648, -0.054], [1.693, 0.741, 1.093], [4.113, -1.725, -7.564], [-2.728, 7.438, 0.285], [0.176, -1.270, -4.786], [-2.514, 0.141, 3.828], [-1.654, -2.354, 4.467], [4.488, -4.615, 0.263], [4.532, -3.212, 0.604], [-0.039, -2.508, -0.900], [-0.282, 5.342, 0.344], [3.140, -0.908, 1.030], [-2.228, -3.715, 0.168], [0.977, -0.821, -2.208], [-5.249, -1.436, 4.014], [2.935, -1.818, -0.879], [-1.384, 0.147, 3.368], [-3.154, 1.171, 8.001], [-3.202, -0.979, 4.120], [2.318, -1.117, 0.337], [2.993, -1.163, -1.747], [0.924, 2.569, 1.185], [-4.542, -0.925, 4.670], [-4.845, 0.113, 4.782], [-0.990, -1.672, -2.998], [-1.405, 0.817, -2.555], [-1.261, 1.886, 8.498], [-2.965, -2.157, 0.587], [-1.846, -0.779, -4.238], [3.715, 0.133, -8.452], [1.615, 0.234, 0.133], [-2.979, 0.779, 10.054], [-3.260, -3.059, 4.178], [-1.960, 6.390, -0.355], [1.757, 1.117, -1.988], [-1.830, -0.237, -0.484], [-3.773, 7.358, -0.006], [6.041, -1.479, -6.778], [-2.033, 2.066, 7.754], [3.793, -3.007, 1.376], [-2.573, -2.268, 3.887], [-0.949, -0.500, 0.113], [5.058, -1.485, -0.608], [-2.539, 5.487, -1.169], [-2.660, 7.353, 1.372], [-4.317, 1.996, 6.237], [2.253, -4.783, 0.554], [-1.953, 4.580, -1.726], [-0.310, 1.753, -0.297], [2.331, -2.671, -1.191], [5.165, -2.911, -6.214], [-3.625, 5.643, -1.282], [-4.217, 1.238, 7.184], [1.658, -1.799, 0.873], [0.574, 0.164, -1.968], [0.213, 0.306, -0.478], [-0.259, 7.102, 0.599], [5.521, -3.055, 1.030], [-1.624, 1.896, 6.758], [3.276, -5.860, -0.796], [-0.095, -0.904, -5.770], [-0.892, 3.061, 1.288], [4.626, -2.949, -1.492], [5.149, -0.721, -9.065], [-4.003, -0.348, 9.150], [0.042, 6.416, -1.015], [2.931, -2.003, -6.981], [-5.012, 0.521, 7.450], [5.841, -2.878, -7.851], [4.366, -2.328, -0.631], [-2.241, -0.435, 8.992], [-0.530, 6.309, -0.094], [2.397, 1.040, -0.792], [3.271, -5.101, -0.007], [-0.145, 1.177, -3.730], [-0.454, -2.351, 1.093], [-2.356, 8.421, -0.012], [-0.507, 0.421, -3.032], [1.141, -0.852, -4.499], [-1.139, -0.126, 1.119], [3.015, -2.679, -6.114], [-0.856, -2.030, 0.127], [0.391, -3.073, -4.958], [-2.359, 3.104, 7.813], [-3.089, 0.241, 9.111], [3.516, -1.256, -9.520], [-2.525, -2.529, -1.098], [5.359, -2.277, -7.077], [-0.091, 2.516, 0.800], [1.863, -1.559, -7.357], [-2.317, -2.383, 2.834], [4.126, -0.841, -8.717], [2.123, 1.853, -2.865], [-0.891, 2.195, -1.105]], "forces_ev_per_a": [[-0.01, -0.01, -0.01], [-0.11, 0.01, 0.01], [-0.03, 0.17, -0.44], [0.04, 0.08, 0.12], [0.18, -0.18, -0.19], [-0.34, 0.08, -0.03], [0.12, -0.02, -0.02], [0.14, -0.05, -0.02], [-0.07, -0.26, 0.62], [0.04, 0.13, 0.04], [0.01, -0.03, -0.01], [-0.01, 0.13, -0.76], [0.35, 0.30, 0.40], [0.04, -0.07, 0.15], [0.04, 0.00, -0.02], [-0.04, 0.09, 0.03], [0.05, 0.00, 0.04], [0.12, -0.06, 0.37], [-0.02, -0.01, 0.03], [0.14, -0.33, -0.18], [0.02, -0.07, 0.02], [0.08, -0.02, 0.07], [-0.10, -0.03, -0.02], [0.20, 0.02, -0.01], [0.01, 0.11, 0.07], [-0.43, -0.77, 1.12], [0.12, -0.14, -0.08], [-0.01, 0.01, 0.00], [0.00, 0.01, 0.05], [0.01, 0.13, -0.06], [0.00, -0.02, 0.02], [0.00, 0.04, -0.02], [-0.02, -0.02, 0.03], [0.00, 0.01, -0.03], [0.44, -0.37, 0.00], [-0.01, -0.04, 0.03], [-0.03, 0.00, 0.00], [-0.02, 0.17, 0.09], [0.20, 0.23, -0.39], [0.02, 0.11, 0.00], [-0.01, -0.01, -0.01], [0.03, -0.03, 0.03], [-0.08, -0.01, -0.08], [-0.04, -0.01, -0.01], [0.05, 0.13, 0.03], [0.21, -0.40, -0.69], [0.04, 0.00, 0.18], [-0.03, -0.10, 0.00], [-0.04, 0.03, 0.01], [0.05, 0.02, -0.03], [0.36, 0.14, -0.31], [0.06, -0.06, -0.01], [0.16, 0.62, 0.67], [-0.17, 0.12, 0.08], [-0.02, -0.01, 0.01], [0.00, 0.03, -0.01], [-0.10, -0.02, 0.02], [-0.03, 0.04, 0.01], [-0.17, 0.07, -0.59], [0.51, 1.20, -0.38], [0.02, 0.01, 0.00], [-0.01, -0.21, 0.05], [0.03, 0.02, 0.00], [0.32, -0.18, 0.08], [0.17, 0.06, -0.04], [0.33, 1.11, -0.74], [0.30, 0.14, -0.01], [0.02, -0.01, 0.01], [-0.02, 0.00, -0.01], [-0.01, 0.01, -0.01], [-0.02, -0.01, 0.04], [0.00, 0.01, 0.03], [0.03, -0.02, 0.03], [-0.57, -0.27, -0.21], [-0.01, -0.03, 0.03], [-0.11, -0.14, -0.05], [-0.05, 0.07, -0.05], [-0.80, -0.06, 0.63], [-0.06, -0.02, -0.09], [0.39, -0.15, -0.25], [-0.04, 0.03, 0.02], [-0.09, -0.01, 0.52], [0.02, 0.09, -0.16], [0.04, -0.20, 0.06], [0.00, -0.01, 0.00], [-0.69, 0.30, 0.54], [-0.08, -0.11, -0.30], [0.03, 0.01, 0.00], [0.08, 0.11, -0.07], [0.01, 0.02, -0.02], [-0.13, 0.11, 0.05], [-0.06, 0.10, -0.11], [0.33, -0.67, -0.83], [0.00, 0.00, -0.05], [0.01, -0.04, -0.01], [-0.09, -0.03, 0.06], [-0.06, -0.47, 0.35], [-1.18, -0.69, 0.50]]}